1.
{
  "formula": "C25H18Co2NO6",
  "method": "wB97M-V/def2-TZVPD",
  "gap_ha": 0.22487,
  "e_lumo_ev": 2.86,
  "relative_energy_kcal_mol": 24.8,
  "total_charge": -1,
  "e_homo_ev": -3.26,
  "species": ["O", "C", "Co", "C", "O", "C", "O", "C", "C", "C", "C", "C", "C", "C", "C", "C", "Co", "C", "O", "C", "O", "C", "O", "H", "H", "H", "H", "H", "H", "H", "C", "C", "C", "C", "C", "C", "C", "C", "C", "N", "C", "H", "H", "H", "H", "H", "H", "H", "H", "H", "H", "H"],
  "coordinates": [[-2.381, 2.136, -2.037], [-1.566, 1.367, -1.735], [-0.273, 0.431, -1.174], [0.797, 1.794, -1.915], [1.453, 2.731, -2.182], [-1.090, 0.072, 0.339], [-1.740, -0.199, 1.255], [-0.216, -1.234, -2.156], [-1.438, -2.019, -2.337], [-1.944, -2.826, -1.298], [-3.169, -3.492, -1.431], [-3.909, -3.364, -2.614], [-3.384, -2.624, -3.689], [-2.150, -1.969, -3.556], [0.733, -0.561, -2.906], [0.957, 0.723, -3.452], [1.551, -1.578, -1.713], [1.152, -2.259, -0.163], [0.828, -2.773, 0.828], [3.041, -0.627, -1.803], [3.939, 0.103, -1.667], [2.311, -2.995, -2.421], [2.869, -3.908, -2.857], [-1.363, -2.945, -0.381], [-3.533, -4.128, -0.611], [-4.874, -3.868, -2.717], [-3.921, -2.577, -4.646], [-1.720, -1.415, -4.397], [1.989, 0.953, -3.755], [0.091, 1.198, -3.944], [0.442, 3.689, 0.614], [0.773, 2.515, 1.421], [1.520, 1.352, 1.141], [1.561, 0.597, 2.375], [0.746, 1.282, 3.312], [0.473, 0.845, 4.605], [1.101, -0.339, 4.996], [1.983, -1.004, 4.134], [2.194, -0.563, 2.824], [0.290, 2.440, 2.699], [-0.635, 3.390, 3.323], [1.020, 3.705, -0.303], [-0.612, 3.648, 0.311], [0.611, 4.632, 1.150], [2.091, 1.118, 0.257], [-0.245, 1.371, 5.237], [0.914, -0.734, 5.986], [2.519, -1.878, 4.504], [2.852, -1.080, 2.135], [-0.932, 2.981, 4.300], [-0.167, 4.389, 3.424], [-1.539, 3.499, 2.693]],
  "mulliken_charge": [-0.4930, -0.2064, 0.9175, 0.0964, -0.5851, -0.0445, -0.4779, 0.4727, 0.2617, 0.1783, -0.8928, -0.3980, -0.6266, -0.2866, 0.3629, -1.0080, 0.0737, 0.3282, -0.4187, -0.0039, -0.3798, 0.1608, -0.4327, 0.2642, 0.3673, 0.3482, 0.3484, 0.3462, 0.3781, 0.4128, -1.7843, 0.0100, -0.6758, 0.9831, 0.7529, -1.0436, -0.6170, -0.8313, -0.3754, 0.1749, -0.9765, 0.3117, 0.2922, 0.5228, 0.9176, 0.1936, 0.3828, 0.3445, 0.4653, 0.3108, 0.2789, 0.2993]
}


2.
{
  "formula": "C22H27N12S4W",
  "method": "wB97M-V/def2-TZVPD",
  "gap_ha": [0.26065, 0.22971],
  "e_lumo_ev": [-2.93, -3.63],
  "relative_energy_kcal_mol": 72.5,
  "multiplicity": 3,
  "total_charge": 1,
  "e_homo_ev": [-10.03, -9.88],
  "species": ["W", "C", "C", "S", "C", "C", "S", "C", "C", "S", "H", "H", "H", "H", "H", "H", "H", "H", "H", "H", "H", "H", "N", "C", "N", "N", "N", "N", "C", "N", "N", "N", "N", "H", "C", "C", "C", "C", "N", "C", "S", "N", "C", "H", "H", "H", "H", "H", "H", "H", "H", "C", "C", "C", "C", "C", "C", "C", "C", "N", "H", "H", "H", "H", "H", "H"],
  "coordinates": [[-0.053, -0.464, -0.948], [-4.226, -0.843, -1.781], [-3.919, -1.238, -0.350], [-2.358, -0.554, 0.310], [-2.239, -1.599, 1.797], [-1.242, -2.777, 1.788], [-0.192, -2.974, 0.329], [-1.432, -3.587, -0.835], [-2.425, -2.679, -2.990], [-2.875, -0.953, -2.978], [-4.513, 0.209, -1.834], [-5.076, -1.426, -2.140], [-3.930, -2.323, -0.247], [-4.703, -0.851, 0.302], [-3.249, -1.959, 1.985], [-1.980, -0.921, 2.607], [-1.742, -3.728, 1.969], [-0.509, -2.640, 2.584], [-2.410, -3.258, -0.508], [-1.405, -4.674, -0.917], [-3.229, -3.324, -2.637], [-2.188, -2.948, -4.018], [2.009, -2.117, -3.285], [2.557, -1.053, -2.594], [3.765, -0.595, -2.848], [3.914, 0.400, -1.967], [2.859, 0.516, -1.248], [1.947, -0.411, -1.604], [0.819, -2.680, -3.011], [0.540, -3.899, -3.448], [-0.622, -4.274, -3.031], [-1.174, -3.076, -2.220], [-0.147, -2.073, -2.266], [2.630, -2.635, -3.892], [4.838, 2.561, 0.778], [3.886, 2.025, 1.791], [3.969, 2.215, 3.144], [2.995, 1.617, 3.956], [2.001, 0.893, 3.454], [1.930, 0.736, 2.139], [0.592, -0.176, 1.537], [2.852, 1.294, 1.326], [3.020, 1.765, 5.440], [5.701, 3.005, 1.264], [4.346, 3.324, 0.174], [5.165, 1.773, 0.100], [4.771, 2.797, 3.568], [2.836, 1.039, 0.301], [3.893, 2.315, 5.780], [3.006, 0.779, 5.902], [2.118, 2.283, 5.764], [-0.212, 1.134, -2.435], [-0.859, 1.917, -1.377], [-2.248, 2.207, -1.387], [-2.857, 2.796, -0.315], [-2.097, 3.115, 0.830], [-0.736, 2.908, 0.838], [-0.109, 2.327, -0.270], [-2.747, 3.673, 1.985], [-3.273, 4.092, 2.914], [0.770, 1.509, -2.725], [-0.847, 0.973, -3.304], [-2.817, 1.980, -2.281], [-3.911, 3.034, -0.335], [-0.156, 3.207, 1.701], [0.973, 2.289, -0.326]],
  "lowdin_spin": [0.8210, 0.0009, 0.0018, 0.0174, 0.0055, 0.0031, 0.0085, 0.0139, 0.0175, 0.0212, 0.0003, 0.0004, 0.0000, 0.0002, -0.0002, 0.0001, 0.0002, 0.0002, 0.0013, 0.0013, 0.0002, 0.0022, 0.0777, 0.0173, 0.0151, 0.0196, 0.0116, 0.0227, 0.1165, 0.1781, 0.4773, 0.0037, 0.0647, 0.0003, 0.0000, 0.0005, 0.0029, 0.0002, 0.0028, 0.0030, 0.0093, 0.0034, -0.0001, 0.0000, 0.0000, 0.0000, 0.0002, -0.0002, 0.0000, 0.0000, 0.0000, 0.0087, 0.0068, 0.0086, -0.0001, 0.0067, -0.0003, 0.0131, 0.0008, 0.0031, 0.0069, 0.0008, 0.0003, -0.0001, 0.0000, 0.0013]
}


3.
{
  "formula": "C3HN3O",
  "method": "wB97M-V/def2-TZVPD",
  "gap_ha": 0.38828,
  "e_lumo_ev": -0.30,
  "relative_energy_kcal_mol": 98.2,
  "smiles": "C#Cc1nnon1",
  "e_homo_ev": -10.86,
  "species": ["C", "C", "C", "N", "N", "O", "N", "H"],
  "coordinates": [[2.262, -0.368, 0.323], [1.091, 0.054, 0.425], [-0.247, 0.135, 0.027], [-0.777, -0.223, -1.213], [-2.011, -0.092, -0.956], [-2.390, 0.284, 0.195], [-1.129, 0.629, 0.807], [3.198, -0.418, 0.391]],
  "mulliken_charge": [-0.3354, -0.3059, 0.6561, -0.2239, -0.0060, 0.0135, -0.3146, 0.5162]
}


4.
{
  "formula": "C11H27ClCoIN2P2",
  "method": "wB97M-V/def2-TZVPD",
  "gap_ha": [0.21863, 0.14092],
  "e_lumo_ev": [-7.90, -9.46],
  "relative_energy_kcal_mol": 0.0,
  "multiplicity": 5,
  "total_charge": 2,
  "e_homo_ev": [-13.85, -13.30],
  "species": ["C", "I", "H", "H", "H", "Co", "P", "C", "C", "H", "H", "H", "H", "H", "H", "C", "H", "H", "H", "P", "C", "C", "H", "H", "H", "C", "H", "H", "H", "H", "H", "H", "Cl", "C", "C", "N", "C", "C", "N", "H", "H", "H", "H", "H", "H"],
  "coordinates": [[-1.872, -0.243, 0.373], [0.873, -0.516, 0.403], [-1.030, -0.111, -0.336], [-2.440, 0.695, 0.303], [-2.528, -0.986, -0.060], [0.383, 1.504, -4.216], [0.519, 1.962, -1.486], [0.097, 2.870, 0.093], [2.193, 2.734, -1.668], [2.096, 3.824, -1.709], [-0.445, 3.999, -2.404], [2.657, 2.335, -2.568], [-0.474, 2.666, -3.729], [0.973, 2.936, 0.760], [2.799, 2.456, -0.805], [-0.616, 2.925, -2.573], [-0.232, 3.892, -0.153], [-1.628, 2.686, -2.279], [-0.702, 2.377, 0.676], [0.439, -2.631, -0.937], [0.108, -3.715, 0.460], [-0.810, -2.909, -2.227], [2.227, -2.494, -2.564], [2.138, -4.135, -1.805], [2.839, -2.753, -0.911], [2.094, -3.070, -1.647], [-0.604, -2.258, -3.086], [-0.820, -3.960, -2.555], [0.468, -4.710, 0.188], [-0.986, -3.759, 0.629], [-1.824, -2.654, -1.828], [0.583, -3.377, 1.368], [2.042, 0.223, -4.583], [0.844, 1.200, 4.050], [-0.353, 0.632, 3.387], [-0.404, 0.334, 2.123], [-1.598, -0.549, 1.837], [-2.433, -0.146, 2.965], [-1.573, 0.353, 3.924], [1.143, 0.755, 5.006], [1.710, 1.060, 3.362], [0.734, 2.302, 4.211], [-1.296, -1.623, 1.958], [-3.425, -0.561, 3.171], [-1.865, 0.438, 4.880]],
  "lowdin_spin": [0.0787, 0.4195, 0.0209, 0.0067, 0.0034, 1.9605, 0.0130, 0.0021, -0.0016, 0.0001, 0.0006, -0.0012, 0.0078, 0.0002, 0.0006, 0.0008, 0.0003, 0.0017, 0.0011, 0.0928, 0.0059, 0.0085, -0.0001, 0.0079, 0.0041, 0.0428, -0.0001, 0.0026, 0.0001, 0.0015, 0.0005, 0.0017, 0.0351, 0.0117, 0.1035, 0.3141, 0.1043, 0.5403, 0.1317, 0.0019, 0.0006, 0.0050, 0.0418, 0.0246, 0.0021]
}


5.
{
  "formula": "C49H41BiF3GeN7O3S",
  "method": "wB97M-V/def2-TZVPD",
  "gap_ha": [0.20758, 0.12069],
  "e_lumo_ev": [-3.99, -6.35],
  "relative_energy_kcal_mol": 0.0,
  "multiplicity": 2,
  "total_charge": 1,
  "e_homo_ev": [-9.64, -9.63],
  "species": ["Bi", "O", "C", "C", "C", "C", "C", "C", "C", "O", "N", "N", "C", "C", "C", "C", "C", "C", "N", "H", "H", "H", "H", "H", "H", "H", "H", "H", "H", "F", "C", "F", "F", "C", "C", "C", "C", "N", "C", "S", "H", "H", "H", "C", "C", "C", "C", "C", "N", "C", "O", "N", "C", "C", "C", "C", "N", "C", "C", "C", "H", "H", "H", "H", "H", "H", "H", "H", "H", "H", "H", "H", "H", "C", "Ge", "C", "C", "C", "C", "C", "C", "C", "C", "C", "C", "C", "C", "C", "C", "C", "C", "H", "H", "H", "H", "H", "H", "H", "H", "H", "H", "H", "H", "H", "H", "H"],
  "coordinates": [[-0.395, -0.602, -0.169], [0.588, 0.654, 5.274], [1.781, 0.981, 4.864], [2.836, 1.285, 5.773], [4.098, 1.635, 5.306], [4.411, 1.742, 3.920], [3.424, 1.403, 3.028], [2.151, 1.047, 3.469], [1.128, 0.608, 2.518], [1.453, 0.480, 1.293], [-0.086, 0.484, 3.020], [-1.075, 0.052, 2.221], [-2.312, 0.087, 2.688], [-3.475, -0.148, 1.885], [-4.814, -0.045, 2.423], [-5.887, -0.103, 1.603], [-5.704, -0.145, 0.193], [-4.378, -0.245, -0.257], [-3.322, -0.278, 0.543], [-0.032, 0.472, 4.163], [2.592, 1.221, 6.848], [4.863, 1.915, 6.061], [5.411, 2.022, 3.551], [3.604, 1.412, 1.970], [-2.509, 0.495, 3.704], [-4.952, -0.014, 3.531], [-6.886, -0.257, 2.035], [-6.528, -0.129, -0.515], [-4.205, -0.312, -1.333], [1.759, -0.400, -5.452], [2.644, 0.154, -4.555], [2.312, 1.475, -4.443], [3.917, 0.186, -5.123], [2.751, -0.559, -3.238], [3.980, -0.871, -2.720], [4.097, -1.156, -1.341], [3.011, -1.214, -0.502], [1.787, -1.017, -1.037], [1.633, -0.762, -2.357], [-0.047, -0.595, -2.880], [4.855, -0.902, -3.381], [5.057, -1.001, -0.877], [3.056, -1.359, 0.577], [1.446, 4.422, -6.103], [0.415, 4.961, -5.142], [-0.708, 4.234, -4.782], [-1.748, 4.826, -4.085], [-1.626, 6.096, -3.557], [-2.657, 6.665, -2.805], [-3.513, 6.094, -1.884], [-4.555, 6.652, -1.555], [-3.063, 4.875, -1.366], [-1.738, 4.548, -0.996], [-0.785, 5.477, -0.548], [0.430, 5.062, 0.010], [0.723, 3.681, -0.010], [-0.135, 2.811, -0.580], [-1.272, 3.250, -1.141], [-0.473, 6.818, -3.876], [0.522, 6.266, -4.664], [1.759, 3.396, -5.859], [2.375, 4.978, -6.003], [1.154, 4.476, -7.171], [-0.698, 3.176, -5.050], [-2.669, 4.244, -4.009], [-2.894, 7.668, -2.908], [-3.791, 4.284, -0.998], [-1.030, 6.567, -0.622], [1.124, 5.727, 0.524], [1.664, 3.279, 0.353], [-1.767, 2.527, -1.765], [-0.373, 7.839, -3.480], [1.405, 6.871, -4.844], [-0.420, -4.542, -1.539], [-0.691, -3.667, 0.196], [-2.349, -4.421, 0.949], [-2.680, -4.469, 2.317], [-4.010, -4.671, 2.689], [-5.048, -4.842, 1.739], [-4.662, -5.001, 0.403], [-3.335, -4.792, 0.005], [0.808, -4.132, 1.522], [0.648, -3.452, 2.711], [1.496, -3.662, 3.829], [2.618, -4.425, 3.693], [2.893, -5.024, 2.425], [4.146, -5.652, 2.301], [4.470, -6.306, 1.151], [3.547, -6.343, 0.082], [2.318, -5.737, 0.196], [1.962, -4.996, 1.382], [-0.552, -5.637, -1.500], [0.590, -4.341, -1.925], [-1.157, -4.180, -2.245], [-1.920, -4.271, 3.088], [-4.245, -4.524, 3.744], [-6.119, -4.827, 2.043], [-5.348, -5.254, -0.388], [-3.153, -4.859, -1.064], [-0.162, -2.753, 2.894], [1.250, -3.195, 4.765], [3.363, -4.587, 4.481], [4.827, -5.563, 3.144], [5.475, -6.711, 0.999], [3.770, -6.841, -0.844], [1.559, -5.789, -0.609]],
  "lowdin_spin": [0.2154, 0.0019, 0.0011, 0.0002, 0.0002, 0.0004, 0.0001, 0.0033, 0.0037, 0.0576, 0.0020, 0.0184, 0.0060, 0.0002, 0.0012, 0.0005, 0.0012, 0.0014, 0.0069, 0.0004, 0.0001, 0.0000, 0.0000, 0.0001, 0.0007, 0.0000, 0.0000, 0.0000, 0.0000, 0.0024, 0.0011, 0.0000, 0.0002, 0.0075, 0.0030, 0.0051, 0.0060, 0.0024, 0.0092, 0.1468, 0.0000, 0.0000, -0.0001, 0.0000, 0.0000, 0.0000, 0.0000, 0.0000, 0.0000, 0.0000, 0.0001, 0.0002, 0.0004, -0.0005, 0.0010, 0.0012, 0.0227, 0.0009, 0.0000, 0.0000, 0.0000, 0.0000, 0.0000, 0.0000, 0.0000, 0.0000, 0.0000, 0.0000, 0.0002, 0.0002, -0.0005, 0.0000, 0.0000, 0.0480, 0.2039, 0.0340, 0.0140, -0.0013, 0.0181, -0.0009, 0.0161, 0.0524, 0.0246, -0.0007, 0.0227, 0.0020, 0.0062, 0.0007, 0.0049, 0.0031, 0.0081, 0.0074, -0.0004, 0.0000, 0.0007, -0.0002, 0.0010, -0.0003, 0.0005, 0.0016, -0.0004, 0.0010, 0.0003, -0.0001, 0.0002, 0.0001]
}


6.
{
  "formula": "C5H15NO2",
  "method": "wB97M-V/def2-TZVPD",
  "gap_ha": 0.36630,
  "e_lumo_ev": 0.84,
  "relative_energy_kcal_mol": 37.1,
  "smiles": "CCNCCCO.O",
  "e_homo_ev": -9.13,
  "species": ["C", "C", "N", "C", "C", "C", "O", "H", "H", "H", "H", "H", "H", "H", "H", "H", "H", "H", "H", "H", "O", "H", "H"],
  "coordinates": [[1.240, 2.596, 0.415], [0.096, 1.712, 0.910], [0.296, 0.267, 0.983], [-0.580, -0.480, 0.054], [-0.197, -0.150, -1.394], [-0.535, -1.240, -2.452], [0.549, -2.154, -2.623], [2.174, 2.434, 0.953], [1.010, 3.642, 0.584], [1.416, 2.444, -0.637], [-0.283, 2.059, 1.889], [-0.795, 1.864, 0.322], [1.207, -0.094, 0.739], [-1.623, -0.178, 0.175], [-0.566, -1.569, 0.183], [0.914, -0.201, -1.498], [-0.569, 0.815, -1.722], [-1.318, -1.934, -2.095], [-0.780, -0.813, -3.415], [1.238, -2.095, -1.954], [-0.971, -0.589, 3.525], [-0.356, -0.100, 2.960], [-0.430, -1.370, 3.780]],
  "mulliken_charge": [-1.2155, -0.2684, -0.2747, -0.9196, -0.4452, -0.3645, -0.5387, 0.3188, 0.3823, 0.2965, 0.3544, 0.2879, 0.2688, 0.3415, 0.4150, 0.2532, 0.3165, 0.2602, 0.2921, 0.3016, -0.6755, 0.3143, 0.2991]
}